(1)
Computed, not measured: a cluster of 5 separate species, C18H45FINO14S6 in total, with the ωB97M-V functional and the def2-TZVPD basis.

Geometry as XYZ:
```
86
Properties=species:S:1:pos:R:3:lowdin_charge:R:1
H 2.117 -5.845 1.381 0.08
S 3.286 1.928 4.300 0.57
H 1.617 0.019 3.152 0.11
C -6.772 -3.114 -2.772 -0.25
H -8.373 1.102 -4.367 0.08
O -7.689 -2.123 -3.285 -0.26
S 0.510 -2.129 0.120 0.54
H 2.631 2.085 0.040 0.05
C 1.904 -5.003 0.722 -0.06
S 0.355 3.903 -1.644 0.88
O -7.271 -0.047 -2.017 -0.28
H -7.196 -4.075 -3.055 0.12
C 2.046 -0.347 4.086 -0.23
H 8.194 -1.922 0.337 0.07
O 1.961 -2.545 0.614 -0.26
H 0.072 -0.153 -1.032 0.02
H -3.348 3.325 1.261 0.07
H -1.910 4.704 -2.081 0.08
O 6.756 -2.795 -1.836 -0.26
C 4.930 -3.177 -3.448 -0.07
H -6.364 3.170 -0.120 0.08
C 5.909 -3.782 -2.462 -0.25
H 2.836 3.600 0.887 0.05
C 3.097 3.097 5.601 -0.12
O 0.105 -2.991 -0.947 -0.27
H 4.386 -3.965 -3.968 0.08
H 2.873 -2.156 3.271 0.05
H -5.996 -3.872 -0.916 0.08
O 4.652 1.508 4.251 -0.27
H -4.402 4.222 -0.865 0.11
O 5.337 -0.832 -1.376 -0.27
O -0.332 -1.930 1.264 -0.31
H 1.741 -0.716 -1.299 0.08
C -4.248 3.168 -0.656 -0.29
C 3.212 -1.281 3.826 -0.05
F -3.604 5.584 0.906 -0.13
H 7.314 -0.391 0.607 0.08
C -3.026 3.077 0.260 -0.75
H 2.877 3.583 -0.905 0.05
H 2.568 -5.049 -0.141 0.08
H 4.203 -2.540 -2.947 0.07
H 8.124 -0.681 -0.955 0.08
C 0.912 3.360 -0.004 -0.54
H 0.687 4.161 0.685 0.05
H 3.725 3.950 5.355 0.08
C -6.613 -3.044 -1.266 -0.07
C -1.472 3.919 -1.478 -0.50
O 5.516 -2.673 0.284 -0.28
H -7.585 -3.091 -0.775 0.09
O -1.942 6.462 -0.580 -0.22
H -5.640 1.559 -0.292 0.06
O 2.398 0.770 4.932 -0.26
H -9.457 -0.199 -3.809 0.08
O 2.633 2.406 3.120 -0.27
H -1.824 2.977 -1.875 0.05
C -5.473 2.575 0.043 -0.09
H 5.391 -4.362 -1.696 0.11
H 6.585 -4.459 -2.980 0.12
C -8.516 0.026 -4.304 -0.12
H -5.313 2.538 1.117 0.07
H 3.661 -1.605 4.765 0.09
C 7.595 -1.144 -0.126 -0.12
H -8.474 -0.423 -5.292 0.07
C 2.442 3.150 -0.010 -0.14
H 2.054 3.396 5.659 0.08
H -5.809 -3.022 -3.277 0.12
H 0.424 2.450 0.318 0.00
S -2.109 5.528 0.461 0.56
O -5.979 -0.542 -4.078 -0.27
C 0.958 -0.569 -0.558 -0.14
C 2.095 -3.697 1.467 -0.27
O -1.360 5.750 1.622 -0.22
S -7.196 -0.612 -3.330 0.56
H 1.259 -0.877 4.617 0.13
H 3.429 2.642 6.530 0.08
H 1.298 0.082 0.244 0.06
I -2.242 1.077 0.460 1.02
H -4.038 2.646 -1.584 0.10
H 0.884 -5.109 0.357 0.07
H 3.106 -3.645 1.867 0.11
S 6.103 -1.853 -0.732 0.56
H 5.453 -2.562 -4.180 0.09
H 1.403 -3.617 2.309 0.11
N -1.904 3.973 -0.067 -0.31
H 3.991 -0.793 3.242 0.08
H -6.136 -2.115 -0.958 0.07
```

The spin multiplicity is 1. As for the SMILES: CCSCN([C@H](I)CC)S(=O)(=O)F.CCOS(C)(=O)=O.CCOS(C)(=O)=O.CCOS(C)(=O)=O.CCOS(C)(=O)=O. The total energy is -125378.197 eV.

=====

(2)
Computed, not measured: a cluster of 10 separate species, C10H40N20O10 in total, with the ωB97M-V functional and the def2-TZVPD basis.

Geometry as XYZ:
```
80
Properties=species:S:1:pos:R:3:lowdin_charge:R:1
H 3.563 -4.772 0.395 0.12
C -0.366 2.125 -6.236 -0.76
H 6.184 -5.460 7.235 0.12
O 7.708 0.818 -0.181 0.05
H 6.159 -0.915 -4.397 0.10
N 3.775 -5.884 6.981 0.16
O -0.573 1.045 -5.732 0.04
N -2.444 -4.174 4.518 0.16
O -0.551 2.916 1.086 0.01
C -4.735 9.310 -3.182 -0.81
N -10.218 1.330 5.392 0.16
N 1.183 1.483 1.269 0.15
H -0.934 3.028 -4.609 0.12
H 1.546 1.945 0.447 0.11
C 8.612 0.829 0.607 -0.89
C 6.540 -2.183 -5.883 -0.72
H -6.235 0.703 -1.209 0.13
H -4.549 -3.725 4.553 0.11
N 3.494 -5.216 -0.509 0.16
H 2.803 -4.938 -1.191 0.11
H 8.315 -2.857 -5.622 0.12
H 6.003 -3.974 6.262 0.12
N -0.335 1.629 2.868 0.16
H 8.048 -1.246 -4.888 0.11
O -5.777 8.784 -2.828 0.02
C 4.386 -4.829 6.503 -0.80
C 4.596 -5.869 -0.724 -0.82
H -5.914 2.920 -0.795 0.12
H -1.435 -4.214 4.488 0.13
H -0.437 4.083 -5.922 0.10
C -9.581 0.437 4.665 -0.82
C 0.092 2.105 1.743 -0.77
O -7.137 2.337 -3.628 0.08
H -5.551 10.796 -4.423 0.12
H 4.282 -6.424 7.668 0.11
H -5.072 -5.341 3.928 0.12
H 0.285 1.150 3.505 0.11
H 4.795 -1.151 -5.536 0.11
N -0.356 2.455 -7.526 0.15
O 6.235 -3.020 -6.767 -0.01
H 1.478 0.580 1.613 0.11
H -2.930 -3.296 4.404 0.11
H -6.965 0.274 -2.854 0.13
H -3.556 8.007 -2.317 0.13
H 9.859 1.725 1.728 0.12
N -6.488 0.851 -2.175 0.17
O -8.437 0.223 4.593 0.09
H 8.510 2.717 1.065 0.14
O -3.044 -6.264 3.747 0.03
N 7.726 -2.079 -5.360 0.14
N -0.411 3.186 -5.458 0.14
O 3.793 -3.953 5.873 0.01
C -6.750 2.018 -2.554 -0.90
H -10.132 -0.467 2.848 0.11
O 5.485 -6.044 0.059 0.05
H -0.706 1.902 -8.296 0.12
N 5.730 -1.343 -5.204 0.14
N 8.993 1.844 1.222 0.17
H -1.191 1.989 3.266 0.12
N -6.563 2.830 -1.564 0.16
N -4.754 10.317 -4.029 0.15
N -10.384 -0.005 3.710 0.14
H 2.770 -5.814 7.064 0.12
N -4.419 -4.577 4.027 0.13
H 9.150 -1.121 0.742 0.13
N -3.595 8.817 -2.919 0.17
H -6.660 3.686 -2.091 0.11
N 5.629 -4.722 6.828 0.16
H -11.224 1.326 5.481 0.11
H -9.626 1.727 6.107 0.12
N 4.644 -6.320 -1.965 0.15
H -11.356 0.269 3.720 0.09
N 9.327 -0.152 0.963 0.17
H -0.077 3.420 -7.635 0.09
C -3.215 -5.084 4.040 -0.79
H 10.183 -0.007 1.480 0.11
H 4.021 -5.889 -2.634 0.11
H -2.855 9.249 -3.453 0.12
H -3.925 10.846 -4.255 0.10
H 5.562 -6.701 -2.144 0.12
```

Its energy above the lowest of the compared OMol25 structures with the same formula, charge and spin is 952.59 kJ/mol. The spin multiplicity is 1. As for the SMILES: NC(N)=O.NC(N)=O.NC(N)=O.NC(N)=O.NC(N)=O.NC(N)=O.NC(N)=O.NC(N)=O.NC(N)=O.NC(N)=O.

=====

(3)
Computed, not measured: a structure of composition C4H6O8, with the ωB97M-V functional and the def2-TZVPD basis.

Geometry as XYZ:
```
18
Properties=species:S:1:pos:R:3:lowdin_charge:R:1
H 1.283 -1.892 -1.466 0.14
O 1.921 -1.068 0.911 0.10
C 1.333 -0.420 -0.082 -0.36
O 2.399 1.751 -0.090 0.15
H -1.709 1.492 1.422 0.17
O 1.303 -0.897 -1.402 0.05
C -0.958 0.866 -0.258 -0.51
C 1.369 1.157 -0.203 -0.41
H -0.232 -1.164 2.057 0.07
O -1.943 1.515 0.435 0.10
O -1.090 -1.600 -0.084 0.08
H 2.910 -1.196 0.824 0.17
O 0.219 1.742 -0.389 0.17
H -2.027 -1.323 -0.427 0.18
C -0.587 -0.419 0.347 -0.40
O -0.612 -0.397 1.741 0.08
O -1.432 0.632 -1.579 0.11
H -2.147 1.222 -1.755 0.11
```

Its energy above the lowest of the compared OMol25 structures with the same formula, charge and spin is 149.26 kJ/mol. The spin multiplicity is 1.

=====

(4)
Computed, not measured: a structure of composition C16H23GaN6O7, with the ωB97M-V functional and the def2-TZVPD basis.

Geometry as XYZ:
```
53
Properties=species:S:1:pos:R:3:lowdin_charge:R:1
H 3.810 1.104 4.228 0.08
N 2.185 -1.367 2.688 -0.05
C 2.929 0.721 4.746 -0.06
O -5.761 1.112 0.294 0.15
N 1.048 -0.482 1.209 -0.06
O -1.909 -0.592 -2.742 0.04
H -0.776 3.474 -0.946 0.08
H 2.976 1.780 -1.934 0.14
H 1.832 -2.403 5.837 0.09
O -0.086 2.004 1.991 -0.02
H 3.786 1.778 1.035 0.07
H 2.199 4.118 -0.529 0.14
C -2.343 1.668 1.326 -0.11
C 3.014 -0.786 4.964 -0.40
N 2.172 -0.377 1.837 0.16
C 1.032 -2.052 2.568 -0.06
H 2.676 0.462 -0.801 0.11
N -0.893 -1.611 -4.075 0.34
H 0.862 -1.078 5.154 0.08
C 0.044 4.071 -0.534 -0.04
Ga 0.193 1.099 0.347 0.46
C -3.714 1.708 1.398 0.13
O -1.724 2.727 3.359 0.17
H 0.777 -2.917 3.156 0.16
H 3.895 -1.002 5.575 0.15
O -1.408 -1.409 -5.001 0.34
C -4.440 1.133 0.344 -0.24
C -3.769 0.528 -0.744 0.13
H 1.702 -0.862 6.674 0.09
H -6.171 1.538 1.060 0.15
C 1.784 -1.322 5.690 -0.06
H -4.195 2.171 2.250 0.15
N -1.741 1.105 0.286 0.10
H 4.881 1.478 -0.322 0.10
N 0.296 -1.506 1.633 0.14
H -0.044 4.135 0.549 0.09
O -0.210 0.100 -1.447 0.04
H 4.167 3.069 -0.123 0.09
H 2.041 0.999 4.172 0.07
O 1.560 2.153 -0.476 -0.19
H 2.861 1.232 5.706 0.09
H -0.068 5.076 -0.940 0.11
H -4.328 0.075 -1.550 0.15
C 3.283 -1.540 3.659 -0.07
C -1.341 2.207 2.353 -0.51
C 3.976 2.003 -0.013 -0.04
H 4.181 -1.178 3.164 0.14
H 1.490 3.494 -2.037 0.14
C 2.836 1.536 -0.881 -0.18
C 1.385 3.536 -0.953 -0.15
C -2.404 0.539 -0.721 -0.12
H 3.378 -2.612 3.827 0.14
C -1.434 -0.034 -1.729 -0.46
```

As for the charge: +2. Its energy above the lowest of the compared OMol25 structures with the same formula, charge and spin is 0.00 kJ/mol. The spin multiplicity is 1.